No. 1
{
  "formula": "C46H46BiBrN4O3PSSe2",
  "method": "ωB97M-V with the def2-TZVPD basis set",
  "relative_energy_kcal_mol": 16.71,
  "charge": -1,
  "orbital_gap_ev": 6.08,
  "total_energy_ha": -10556.4601,
  "symbols": ["Bi", "O", "C", "C", "C", "C", "C", "C", "C", "N", "N", "C", "O", "C", "C", "C", "C", "C", "C", "H", "H", "H", "H", "H", "H", "H", "H", "H", "H", "Se", "P", "Se", "C", "C", "C", "C", "C", "C", "C", "C", "C", "C", "C", "C", "H", "H", "H", "H", "H", "H", "H", "H", "H", "H", "C", "C", "C", "C", "C", "C", "C", "Br", "C", "O", "C", "C", "C", "C", "C", "C", "H", "H", "H", "H", "H", "H", "H", "H", "H", "H", "H", "H", "H", "H", "H", "H", "H", "H", "H", "H", "N", "C", "S", "C", "C", "C", "N", "C", "C", "H", "H", "H", "H", "H", "H"],
  "positions_angstrom": [[0.43, 0.78, 0.46], [-1.07, -0.32, -0.73], [-2.26, -0.75, -0.40], [-3.18, -1.03, -1.43], [-4.46, -1.45, -1.16], [-4.89, -1.64, 0.15], [-4.00, -1.42, 1.18], [-2.68, -1.00, 0.94], [-1.82, -0.88, 2.09], [-0.66, -0.33, 2.15], [-0.03, -0.39, 3.37], [1.06, 0.33, 3.44], [1.53, 1.10, 2.54], [1.84, 0.15, 4.70], [3.18, -0.21, 4.60], [3.94, -0.38, 5.75], [3.36, -0.19, 7.00], [2.02, 0.17, 7.09], [1.26, 0.33, 5.95], [-2.84, -0.87, -2.45], [-5.14, -1.65, -1.98], [-5.90, -1.95, 0.36], [-4.30, -1.56, 2.21], [-2.20, -1.29, 3.02], [3.62, -0.34, 3.62], [4.98, -0.68, 5.68], [3.95, -0.32, 7.89], [1.58, 0.32, 8.07], [0.22, 0.61, 6.01], [-1.56, 2.60, 0.88], [-1.50, 3.62, 2.89], [0.23, 4.05, 4.02], [-2.38, 5.19, 2.47], [-3.57, 5.14, 1.76], [-4.23, 6.31, 1.42], [-3.70, 7.53, 1.80], [-2.53, 7.59, 2.53], [-1.86, 6.42, 2.86], [-2.75, 2.78, 3.92], [-3.00, 3.33, 5.18], [-3.96, 2.76, 6.01], [-4.65, 1.63, 5.60], [-4.39, 1.07, 4.36], [-3.45, 1.65, 3.51], [-3.95, 4.17, 1.44], [-5.16, 6.26, 0.87], [-4.21, 8.45, 1.51], [-2.11, 8.54, 2.83], [-0.93, 6.45, 3.42], [-2.43, 4.19, 5.50], [-4.17, 3.21, 6.97], [-5.39, 1.18, 6.25], [-4.92, 0.18, 4.04], [-3.26, 1.23, 2.53], [-0.73, 0.99, -7.49], [0.05, -0.26, -7.07], [-0.75, -1.49, -7.51], [1.41, -0.26, -7.79], [0.32, -0.28, -5.57], [0.13, 0.82, -4.75], [0.55, 0.77, -3.43], [0.35, 2.39, -2.41], [1.17, -0.33, -2.79], [1.69, -0.21, -1.61], [1.23, -1.50, -3.62], [0.87, -1.41, -4.96], [1.80, -2.84, -3.14], [1.23, -4.02, -3.95], [1.47, -3.12, -1.67], [3.33, -2.81, -3.32], [-0.93, 0.95, -8.57], [-0.16, 1.90, -7.30], [-1.68, 1.05, -6.97], [-0.90, -1.48, -8.59], [-1.72, -1.51, -7.02], [-0.22, -2.41, -7.26], [1.28, -0.20, -8.88], [1.96, -1.17, -7.57], [2.01, 0.59, -7.47], [-0.31, 1.74, -5.12], [1.03, -2.29, -5.57], [0.15, -3.92, -4.08], [1.41, -4.95, -3.41], [1.69, -4.12, -4.93], [0.39, -3.10, -1.51], [1.91, -2.35, -1.05], [1.86, -4.10, -1.38], [3.59, -2.65, -4.36], [3.77, -3.76, -2.99], [3.75, -1.99, -2.72], [5.93, -4.03, -0.16], [5.14, -4.16, 0.92], [5.38, -5.36, 2.02], [4.07, -3.14, 1.06], [4.27, -1.83, 0.62], [3.24, -0.92, 0.74], [2.05, -1.25, 1.22], [1.86, -2.50, 1.66], [2.84, -3.47, 1.61], [6.67, -4.70, -0.29], [5.70, -3.40, -0.91], [5.22, -1.52, 0.20], [3.37, 0.11, 0.43], [0.87, -2.72, 2.04], [2.66, -4.47, 1.98]],
  "lowdin_charge": [1.6180, -0.3101, -0.3677, -0.0068, -0.0919, -0.1117, -0.0632, -0.1713, -0.1165, -0.1686, 0.0722, -0.5451, -0.2564, -0.1507, -0.0246, -0.0889, -0.1065, -0.0893, -0.0305, 0.1170, 0.0984, 0.0911, 0.1008, 0.1309, 0.1045, 0.0973, 0.0933, 0.0967, 0.1108, 0.3120, 0.1731, 0.2733, -0.4140, -0.1209, -0.0884, -0.0997, -0.0903, -0.1199, -0.3939, -0.1101, -0.0869, -0.0954, -0.0822, -0.1123, 0.0805, 0.0995, 0.0957, 0.0979, 0.0388, 0.0837, 0.0987, 0.0967, 0.0938, 0.0385, -0.0736, -0.5627, -0.0566, -0.0521, -0.1978, -0.1049, -0.5427, 0.7232, -0.4399, -0.2924, -0.0876, -0.0102, -0.5265, -0.0691, -0.0508, -0.0443, 0.0788, 0.0798, 0.0881, 0.0780, 0.0880, 0.0695, 0.0774, 0.0775, 0.0872, 0.0859, 0.0907, 0.0906, 0.0769, 0.0720, 0.0997, 0.0382, 0.0816, 0.0808, 0.0750, 0.0796, 0.0913, -0.8380, 0.6460, -0.2448, -0.0031, -0.1543, -0.0095, -0.1033, -0.0201, 0.0930, 0.0972, 0.1161, 0.1092, 0.1161, 0.0980]
}

No. 2
{
  "formula": "C16H36N5O8",
  "method": "ωB97M-V with the def2-TZVPD basis set",
  "relative_energy_kcal_mol": 110.98,
  "charge": -1,
  "orbital_gap_ev": 4.87,
  "total_energy_ha": -1506.9662,
  "symbols": ["O", "C", "O", "O", "H", "C", "C", "O", "N", "C", "H", "H", "H", "H", "H", "H", "H", "C", "C", "O", "N", "C", "H", "H", "H", "H", "H", "H", "H", "C", "C", "O", "N", "C", "H", "H", "H", "H", "H", "H", "H", "C", "C", "O", "N", "C", "H", "H", "H", "H", "H", "H", "H", "C", "C", "O", "N", "C", "H", "H", "H", "H", "H", "H", "H"],
  "positions_angstrom": [[0.73, -0.20, 0.07], [1.85, -0.72, -0.40], [2.95, -0.19, -0.52], [1.76, -1.86, -0.87], [0.08, -0.88, -0.12], [-3.39, 3.25, 2.00], [-4.88, 3.30, 2.38], [-5.24, 3.53, 3.54], [-5.67, 3.03, 1.37], [-7.15, 3.01, 1.52], [-2.99, 2.24, 1.95], [-2.70, 3.71, 2.70], [-3.28, 3.61, 0.98], [-5.27, 2.37, 0.71], [-7.40, 2.55, 2.48], [-7.65, 2.40, 0.76], [-7.77, 3.88, 1.28], [2.69, -6.54, -5.96], [2.52, -5.33, -4.99], [3.46, -4.70, -4.57], [1.27, -5.00, -4.62], [0.07, -5.76, -4.74], [2.01, -7.39, -5.81], [3.62, -6.99, -5.61], [2.52, -6.22, -6.98], [1.25, -4.32, -3.87], [0.05, -6.57, -5.47], [-0.80, -5.16, -5.01], [-0.04, -6.26, -3.78], [5.77, 7.43, 2.89], [4.77, 6.37, 2.53], [4.02, 6.08, 3.43], [4.77, 5.75, 1.38], [3.73, 4.74, 0.95], [5.38, 7.87, 3.81], [5.79, 8.21, 2.14], [6.80, 7.09, 3.05], [5.31, 6.23, 0.68], [2.92, 5.40, 0.65], [3.52, 4.12, 1.83], [4.23, 4.28, 0.10], [1.91, -3.81, 4.68], [3.34, -3.54, 4.95], [3.96, -3.57, 3.85], [3.91, -3.50, 6.21], [3.25, -3.69, 7.53], [1.51, -3.43, 3.74], [1.22, -3.44, 5.44], [1.72, -4.89, 4.76], [4.91, -3.39, 6.32], [2.16, -3.66, 7.51], [3.55, -2.88, 8.20], [3.56, -4.67, 7.90], [-3.08, 1.94, -4.69], [-3.92, 0.86, -4.04], [-3.45, 0.34, -3.03], [-5.12, 0.54, -4.56], [-6.03, -0.53, -4.24], [-2.07, 1.56, -4.56], [-3.25, 2.82, -4.06], [-3.27, 2.30, -5.69], [-5.33, 0.88, -5.49], [-5.70, -1.26, -3.50], [-6.36, -1.09, -5.12], [-7.03, -0.21, -3.94]],
  "lowdin_charge": [0.0439, -0.9619, -0.0581, -0.1013, 0.0823, -0.0039, -0.5736, 0.0207, 0.0125, -0.0576, 0.0830, 0.0831, 0.0746, 0.1387, 0.0799, 0.0684, 0.0741, -0.0064, -0.5556, 0.0630, 0.0072, -0.1058, 0.0487, 0.0767, 0.0789, 0.1542, 0.0688, 0.0802, 0.0874, -0.0156, -0.6373, 0.0311, 0.0002, 0.0035, 0.0790, 0.0688, 0.0785, 0.1303, 0.0823, 0.0916, 0.0861, -0.0332, -0.4951, 0.0024, 0.0124, -0.0756, 0.0967, 0.0573, 0.0877, 0.1284, 0.0711, 0.0737, 0.0742, -0.0069, -0.5574, 0.0372, 0.0064, -0.0898, 0.0925, 0.0834, 0.0688, 0.1301, 0.0896, 0.0746, 0.0711]
}

No. 3
{
  "formula": "C4H3I",
  "method": "ωB97M-V with the def2-TZVPD basis set",
  "smiles": "IC1C2=C1C2",
  "relative_energy_kcal_mol": 82.29,
  "charge": 0,
  "orbital_gap_ev": 8.87,
  "total_energy_ha": -451.6834,
  "symbols": ["I", "C", "C", "C", "C", "H", "H", "H"],
  "positions_angstrom": [[-3.89, 0.02, 0.01], [-1.75, -0.47, -0.02], [-0.83, 0.36, 0.62], [-0.73, 0.36, -0.85], [0.48, 0.71, 0.14], [-1.92, -1.58, 0.11], [0.70, 1.70, 0.07], [1.23, -0.04, 0.05]],
  "lowdin_charge": [0.6599, -0.6949, -0.1649, 0.0483, -0.0316, 0.0448, 0.0538, 0.0846]
}

No. 4
{
  "formula": "C5H10NO2",
  "method": "ωB97M-V with the def2-TZVPD basis set",
  "smiles": "O=C(O)[C@@H]1CCC[NH2+]1",
  "relative_energy_kcal_mol": 37.32,
  "charge": 1,
  "orbital_gap_ev": 11.05,
  "total_energy_ha": -401.4655,
  "symbols": ["O", "C", "O", "C", "C", "C", "C", "N", "H", "H", "H", "H", "H", "H", "H", "H", "H", "H"],
  "positions_angstrom": [[2.53, -1.65, -0.53], [1.86, -0.62, -0.74], [2.37, 0.41, -1.41], [0.74, -0.14, 0.19], [-0.16, -1.06, 0.88], [-1.46, -0.17, 1.08], [-1.68, 0.79, -0.17], [-0.16, 0.76, -0.71], [3.21, 0.15, -1.86], [1.14, 0.68, 0.96], [-0.28, -1.99, 0.26], [0.19, -1.49, 1.89], [-1.43, 0.52, 2.06], [-2.35, -0.71, 1.39], [-1.94, 1.86, 0.05], [-2.33, 0.38, -0.93], [0.25, 1.69, -0.70], [-0.48, 0.57, -1.69]],
  "lowdin_charge": [0.1333, -0.4351, 0.1145, -0.1823, -0.1288, -0.1394, -0.0325, 0.0851, 0.1652, 0.2243, 0.1472, 0.1677, 0.1608, 0.1062, 0.1428, 0.1174, 0.1597, 0.1939]
}

No. 5
{
  "formula": "C37H34N3O4Pd",
  "method": "ωB97M-V with the def2-TZVPD basis set",
  "relative_energy_kcal_mol": 10.78,
  "multiplicity": 5,
  "charge": 1,
  "orbital_gap_ev": [8.77, 5.73],
  "total_energy_ha": -2023.0139,
  "symbols": ["Pd", "O", "C", "C", "C", "C", "C", "C", "C", "C", "C", "O", "C", "C", "C", "C", "C", "C", "C", "C", "C", "C", "C", "C", "N", "C", "C", "C", "C", "C", "C", "C", "C", "C", "C", "C", "C", "H", "H", "H", "H", "H", "H", "H", "H", "H", "H", "H", "H", "H", "H", "H", "H", "H", "H", "H", "H", "H", "H", "H", "H", "H", "H", "H", "C", "C", "N", "O", "C", "C", "N", "O", "H", "H", "H", "H", "H", "H", "H"],
  "positions_angstrom": [[-0.72, 0.40, -0.18], [-0.67, -0.25, -2.05], [0.48, -0.29, -2.88], [1.28, 1.01, -2.67], [2.07, 1.05, -1.39], [3.33, 1.64, -1.33], [4.04, 1.58, -0.14], [3.50, 0.90, 0.94], [2.25, 0.34, 0.81], [1.64, -0.52, 1.89], [0.52, 0.20, 2.70], [-0.29, 0.83, 1.76], [1.08, 1.24, 3.66], [2.15, 0.94, 4.50], [2.64, 1.89, 5.39], [2.07, 3.15, 5.44], [1.00, 3.46, 4.62], [0.51, 2.50, 3.73], [-0.38, -0.86, 3.38], [-0.53, -0.89, 4.76], [-1.32, -1.87, 5.35], [-1.98, -2.81, 4.57], [-1.84, -2.77, 3.19], [-1.05, -1.80, 2.60], [1.54, 0.46, -0.32], [1.30, -1.53, -2.51], [2.58, -1.66, -3.05], [3.36, -2.76, -2.73], [2.88, -3.75, -1.89], [1.60, -3.64, -1.37], [0.81, -2.53, -1.68], [-0.03, -0.42, -4.32], [0.72, 0.01, -5.42], [0.25, -0.19, -6.71], [-0.96, -0.82, -6.93], [-1.71, -1.25, -5.84], [-1.25, -1.06, -4.55], [0.56, 1.84, -2.70], [1.96, 1.17, -3.49], [3.74, 2.11, -2.21], [5.01, 2.04, -0.07], [4.05, 0.80, 1.86], [2.41, -0.82, 2.60], [1.23, -1.41, 1.43], [2.60, -0.04, 4.50], [3.47, 1.64, 6.03], [2.45, 3.90, 6.13], [0.55, 4.44, 4.65], [-0.32, 2.76, 3.08], [-0.04, -0.16, 5.38], [-1.42, -1.89, 6.43], [-2.59, -3.57, 5.04], [-2.35, -3.49, 2.57], [-0.94, -1.79, 1.52], [2.97, -0.91, -3.72], [4.36, -2.84, -3.16], [3.49, -4.61, -1.65], [1.21, -4.41, -0.72], [-0.18, -2.46, -1.27], [1.68, 0.49, -5.29], [0.84, 0.15, -7.55], [-1.33, -0.97, -7.94], [-2.66, -1.75, -6.00], [-1.84, -1.39, -3.71], [-5.20, 0.71, -1.01], [-3.82, 0.84, -0.44], [-2.95, -0.10, -0.46], [-3.38, -1.22, -1.14], [-3.39, 2.13, 0.15], [-4.35, 3.06, 0.84], [-2.14, 2.40, 0.06], [-1.50, 3.38, 0.44], [-5.17, 0.99, -2.06], [-5.89, 1.37, -0.50], [-5.55, -0.31, -0.94], [-2.66, -1.85, -1.03], [-4.98, 2.51, 1.54], [-5.00, 3.54, 0.11], [-3.80, 3.83, 1.38]],
  "mulliken_spin": [1.3160, 0.6034, -0.0397, -0.0057, 0.0137, -0.0067, 0.0010, 0.0001, 0.0171, -0.0130, 0.0274, 0.7490, 0.0172, 0.0070, -0.0002, -0.0005, 0.0019, -0.0090, 0.0829, -0.0042, 0.0033, 0.0072, -0.0102, 0.0207, 0.1364, 0.0417, 0.0075, 0.0028, -0.0012, -0.0082, -0.0359, 0.0431, 0.0006, 0.0023, -0.0005, -0.0004, 0.0022, -0.0104, -0.0072, 0.0006, 0.0002, 0.0029, -0.0019, 0.0082, -0.0003, 0.0001, 0.0001, 0.0001, -0.0125, -0.0004, 0.0005, 0.0004, 0.0000, -0.0194, 0.0004, 0.0001, -0.0001, 0.0001, 0.0258, 0.0001, 0.0000, 0.0000, 0.0001, -0.0019, 0.0014, 0.0148, 0.0473, 0.0031, -0.0289, 0.0237, 0.3858, 0.6061, 0.0013, 0.0000, 0.0007, -0.0050, -0.0016, -0.0024, -0.0009]
}